Formula: C45H41Cl3N8OPdS3
Source: OMol25
Level of theory: ωB97M-V with the def2-TZVPD basis set

Computed properties:
<S²> = 2.0189
Frontier orbital gap (spin up / spin down) = 5.423 / 5.344 eV
Spin multiplicity = 3
Relative energy (zero: lowest compared OMol25 entry of this formula, charge and spin) = 0.0 kcal per mole

Last column: Löwdin charge in e.
Positions of all 102 atoms, in Å:
Pd  1.11705  -0.13059  0.34419  1.092
Cl  -0.44302  1.03067  5.81535  0.746
Cl  0.53968  -4.20825  5.66959  0.757
Cl  -2.82284  -8.15778  2.69709  0.677
S  -4.56259  -6.91211  0.61411  1.000
S  -6.23965  0.11356  -0.04356  0.516
S  5.69805  -0.46625  0.43973  0.554
O  -1.82050  -5.27940  3.94274  -0.128
N  -0.85828  0.34340  -0.00143  -0.094
N  1.64029  0.92058  -1.63243  0.105
N  2.97935  -0.58118  0.98127  -0.065
N  0.23929  -4.05261  1.21431  -0.049
N  2.43604  2.69019  -2.92419  0.147
N  2.29520  2.93587  -0.64996  0.155
N  -5.42052  2.56173  -0.54461  0.038
N  0.82312  -2.28618  0.04935  -0.047
C  4.13297  -0.51817  0.74180  -0.979
C  -0.09358  -4.86739  2.36183  -0.044
C  -1.32042  -4.28025  3.08140  -0.295
C  2.26537  3.85326  1.55865  -0.205
C  -0.34519  -0.03514  -4.60288  -0.076
C  1.33965  2.61815  3.41652  -0.089
C  -3.73379  -6.82851  2.12220  -0.978
C  3.23174  -1.29074  -2.56057  -0.040
C  -3.64208  0.98067  -0.19270  -0.265
C  2.07734  2.13139  -1.71389  -0.355
C  -3.16377  -0.34319  0.04240  -0.064
C  0.39001  -1.10705  -5.08603  -0.084
C  0.33649  -3.23299  -0.81289  -0.105
C  0.91497  6.06685  -3.18849  -0.081
C  0.77536  -2.81922  1.25543  -0.161
C  3.98926  3.70576  -5.05198  -0.039
C  -1.83473  -0.60654  0.12617  -0.163
C  -0.01562  -4.34172  -0.10267  -0.028
C  -5.15167  -5.31358  0.81492  -0.400
C  -1.47408  -0.57885  3.91032  -0.095
C  1.53923  -1.50904  -4.42093  -0.052
C  -5.02505  1.27629  -0.26131  -0.844
C  -4.72783  -4.75860  1.97830  -0.144
C  -3.23812  -5.27044  4.04975  -0.145
C  2.91264  4.53225  -4.40491  -0.213
C  -0.25480  -2.84996  4.94619  -0.572
C  1.40785  1.61785  1.22762  -0.199
C  -3.90297  -5.62868  2.74898  -0.334
C  -1.65100  -1.81275  3.30852  -0.022
C  1.94165  3.75610  2.90187  -0.042
C  0.07610  0.62788  -3.46372  -0.022
C  -2.60401  1.95485  -0.35415  -0.025
C  1.16771  4.77888  -2.74512  -0.032
C  1.23814  0.23203  -2.80052  -0.257
C  2.62993  5.81931  -4.84170  -0.043
C  1.98459  2.76625  0.71161  -0.197
C  -1.29190  1.60833  -0.25149  -0.167
C  -0.06173  -1.61999  5.55757  -0.120
C  2.91357  5.10241  1.01754  -0.036
C  1.08235  1.55081  2.57383  -0.105
C  1.64519  6.59098  -4.24249  -0.084
C  2.16644  4.01251  -3.34113  -0.199
C  -1.05182  -2.96956  3.80033  -0.187
C  1.98580  -0.85768  -3.27684  -0.226
C  -0.67544  -0.49312  5.03723  -0.656
H  -2.06239  -4.06622  2.30227  0.143
H  2.98597  -1.60088  -1.54476  0.045
H  -1.50684  -1.62313  0.29553  0.076
H  -0.49877  1.45590  -3.06368  0.112
H  3.90211  4.88589  0.60229  0.093
H  0.06693  -1.63353  -5.97467  0.103
H  1.44621  7.59223  -4.60058  0.104
H  1.08398  2.56136  4.46630  0.044
H  -2.27061  -1.87816  2.42043  0.104
H  0.57201  4.35750  -1.94437  0.110
H  -0.52761  2.36512  -0.36889  0.088
H  3.04215  5.82931  1.81603  0.081
H  2.16431  4.58860  3.55787  0.112
H  3.56786  2.85681  -5.59839  0.086
H  0.13583  6.65256  -2.71842  0.106
H  -0.43605  -5.28355  -0.41014  0.127
H  -6.38525  2.76910  -0.35702  0.067
H  2.53512  2.01503  -3.66768  0.140
H  -1.25127  0.27508  -5.10660  0.106
H  -3.58972  -4.28795  4.38313  0.134
H  0.56323  -1.55041  6.43660  0.107
H  -2.83519  2.99169  -0.55954  0.093
H  0.62678  0.65329  2.98005  0.069
H  -0.35490  -5.87152  2.03294  0.137
H  1.11252  -2.35219  2.16680  0.133
H  -3.46779  -6.00446  4.82165  0.133
H  0.75453  -4.93289  3.03734  0.112
H  4.67782  3.30886  -4.30361  0.086
H  3.71638  -2.12107  -3.07097  0.083
H  0.26545  -3.05337  -1.87263  0.111
H  2.30245  5.56985  0.23973  0.080
H  2.11154  -2.35000  -4.79538  0.111
H  -4.99443  -3.75820  2.29200  0.120
H  -5.77644  -4.87509  0.05320  0.073
H  4.55651  4.30776  -5.75891  0.079
H  3.94979  -0.47377  -2.47289  0.076
H  -1.95689  0.30433  3.51387  0.121
H  -3.88320  -1.14213  0.14500  0.063
H  2.74321  3.80759  -0.87726  0.117
H  -4.77111  3.31241  -0.37508  0.067
H  3.20037  6.22698  -5.66766  0.112

Formula: C11H46O16
Source: OMol25
Level of theory: ωB97M-V with the def2-TZVPD basis set

Computed properties:
SMILES string = CC(C)O.OCCO.OCCO.OCCO.OCCO.O.O.O.O.O.O.O
Frontier orbital gap = 9.236 eV

Last column: Löwdin charge in e.
Positions of all 73 atoms, in Å:
O  -3.66078  -1.07607  -2.81118  -0.041
O  -3.47812  1.92903  4.43934  -0.060
O  1.52401  -4.23480  -0.69712  -0.045
O  0.51981  1.32270  3.45185  -0.062
O  5.09792  -2.62224  3.40390  -0.045
O  -3.13269  -2.53342  -0.44356  -0.068
O  -4.56654  1.00699  -1.17833  -0.054
O  -0.70915  -0.62515  -4.21172  -0.079
O  -3.70221  1.86141  1.50802  -0.075
O  1.40009  2.82802  1.11913  -0.037
O  3.52951  6.07374  -1.27092  -0.033
O  3.21397  -3.59600  1.39689  -0.080
O  0.13690  5.42332  0.01824  -0.065
O  1.96013  -0.18199  -3.52471  -0.053
O  -0.97852  -4.87369  -2.21775  -0.060
O  0.78786  0.97185  -1.20887  -0.076
C  -1.25157  0.45116  0.00050  -0.020
C  2.56506  5.75222  -0.30709  -0.253
C  -2.22530  -3.61715  -0.57563  -0.222
C  4.08847  -2.53525  1.09670  -0.266
C  0.06881  -0.11907  -0.62423  -0.430
C  5.31509  -2.70790  2.00634  -0.266
C  -3.04354  0.85137  3.62089  -0.243
C  0.90117  -0.82432  0.40452  -0.045
C  1.20289  5.28761  -0.91193  -0.234
C  -1.88676  -3.79747  -2.05462  -0.247
C  -3.86842  0.73601  2.34461  -0.257
H  1.19400  -0.26087  1.28782  0.076
H  -4.37023  0.12326  -1.53659  0.006
H  -4.09147  -1.91689  -2.99944  0.067
H  -2.75596  -1.81311  -0.96152  0.029
H  6.08257  -2.02977  1.62409  0.114
H  -0.45979  -4.77026  -3.02112  0.098
H  -4.91919  0.45505  2.44651  0.122
H  3.67197  7.02171  -1.26627  0.092
H  -0.98002  0.29087  -4.32038  0.038
H  -3.25943  -0.80729  -3.64456  0.058
H  4.40690  -2.68400  0.05971  0.121
H  -3.37787  -0.10531  1.83240  0.095
H  -2.14839  0.16473  -0.54343  0.047
H  0.24498  -0.55736  -4.00288  -0.011
H  -4.97014  1.48376  -1.90786  0.048
H  -1.29038  1.50660  0.26403  0.086
H  -2.66515  -4.53150  -0.17868  0.128
H  -1.31767  -3.43477  0.01024  0.110
H  2.61078  -3.75185  0.65321  0.020
H  1.70261  -1.37209  -0.09645  0.065
H  -3.19283  -0.11760  4.11130  0.118
H  1.03228  1.63025  -0.54983  0.053
H  -1.37730  -0.02656  0.97850  0.068
H  1.31083  1.28323  3.99669  0.038
H  -0.30543  -0.79498  -1.39246  0.116
H  -1.98959  0.98405  3.36956  0.094
H  2.19545  -1.07396  -3.24776  0.053
H  1.30257  4.28836  -1.33062  0.115
H  5.70576  -3.68517  1.69819  0.114
H  2.81508  4.97567  0.42050  0.095
H  0.22098  6.29123  0.42461  0.089
H  0.83702  1.57412  2.57235  -0.016
H  2.04950  -4.99242  -0.97624  0.065
H  0.95394  5.93726  -1.75831  0.118
H  2.31257  3.11440  1.01458  0.055
H  0.71466  -4.28692  -1.22625  0.018
H  0.89235  3.64380  1.24807  0.059
H  -4.10634  1.69883  0.64559  0.038
H  0.29496  -1.64424  0.81015  0.086
H  2.35598  6.61429  0.33704  0.120
H  -2.82549  -3.92493  -2.60742  0.117
H  4.71252  -3.47243  3.63849  0.086
H  -2.94415  1.92146  5.23813  0.078
H  3.67968  -1.53649  1.28668  0.106
H  1.76641  0.28906  -2.69543  0.020
H  -1.52763  -2.85212  -2.47829  0.104